[1]
Below is 2 unconnected molecules or ions with the total composition C5H13NO, with properties calculated with ωB97M-V/def2-TZVPD.

Each atom is followed by the atoms it is bonded to, with distances in Å.
Geometry (Å):
1 C 0.177 -0.568 1.353  C2 1.674, H6 1.084, H7 1.086, H8 1.086
2 C -0.497 -0.066 -0.094  C1 1.674, C3 1.523, C4 1.515, C5 1.524
3 C -0.237 -1.102 -1.180  C2 1.523, H9 1.091, H10 1.097, H11 1.092
4 C 0.066 1.288 -0.473  C2 1.515, H12 1.088, H13 1.109, H14 1.088
5 C -1.994 0.046 0.171  C2 1.524, H15 1.091, H16 1.088, H17 1.090
6 H 1.214 -0.853 1.482  C1 1.084
7 H -0.371 -1.463 1.632  C1 1.086
8 H -0.031 0.230 2.059  C1 1.086
9 H 0.828 -1.223 -1.386  C3 1.091
10 H -0.706 -0.791 -2.121  C3 1.097
11 H -0.644 -2.074 -0.893  C3 1.092
12 H -0.304 1.622 -1.440  C4 1.088
13 H 1.167 1.232 -0.588  C4 1.109
14 H -0.153 2.044 0.279  C4 1.088
15 H -2.191 0.750 0.981  C5 1.091
16 H -2.408 -0.921 0.449  C5 1.088
17 H -2.514 0.392 -0.722  C5 1.090
18 N 2.851 0.695 -0.214  O19 1.222, H20 1.058
19 O 2.704 -0.491 0.036  N18 1.222
20 H 3.041 1.250 0.668  N18 1.058

Summary:
**Lowest unoccupied orbital energy**: -0.522 eV
**SMILES**: CC(C)(C)C.N=O
**Energy above the lowest of the compared OMol25 structures with the same formula, charge and spin**: 368.09 kJ/mol

=====

[2]
Below is 2 unconnected molecules or ions with the total composition C5H13NO, with properties calculated with ωB97M-V/def2-TZVPD.

Each atom is followed by the atoms it is bonded to, with distances in Å.
Geometry (Å):
1 C -2.705 -1.757 0.458  C2 1.517, H7 1.090, H8 1.093, H9 1.093
2 C -1.757 -1.036 -0.482  C1 1.517, C3 1.329, H10 1.083
3 C -1.727 0.286 -0.619  C2 1.329, C4 1.551, H11 1.087
4 C -0.441 1.105 -0.905  C3 1.551, N5 1.435, H12 1.113, H13 1.104
5 N 0.786 0.671 -0.300  C4 1.435, C6 1.442, H14 1.010
6 C 0.993 0.593 1.125  N5 1.442, H15 1.112, H16 1.084, H17 1.103
7 H -3.428 -2.225 -0.211  C1 1.090
8 H -3.156 -1.062 1.171  C1 1.093
9 H -2.196 -2.590 0.951  C1 1.093
10 H -1.280 -1.717 -1.175  C2 1.083
11 H -2.487 0.934 -0.190  C3 1.087
12 H -0.807 2.094 -0.550  C4 1.113
13 H -0.362 1.247 -1.997  C4 1.104
14 H 1.519 1.229 -0.714  N5 1.010
15 H 1.771 1.298 1.492  C6 1.112
16 H 1.346 -0.375 1.462  C6 1.084
17 H 0.244 1.063 1.783  C6 1.103
18 O 4.366 0.358 -0.244  H19 0.957, H20 0.962
19 H 5.054 -0.207 0.106  O18 0.957
20 H 4.267 0.090 -1.162  O18 0.962

Summary:
**Lowest unoccupied orbital energy**: 0.880 eV
**SMILES**: C/C=C/CNC.O
**Energy above the lowest of the compared OMol25 structures with the same formula, charge and spin**: 275.49 kJ/mol

=====

[3]
Below is 2 unconnected molecules or ions with the total composition C5H13NO, with properties calculated with ωB97M-V/def2-TZVPD.

Each atom is followed by the atoms it is bonded to, with distances in Å.
Geometry (Å):
1 C -1.337 1.563 -1.093  C2 1.526, H7 1.091, H8 1.089, H9 1.096
2 C -0.428 0.429 -1.560  C1 1.526, C3 1.501, H10 1.096, H11 1.095
3 C 0.324 -0.301 -0.485  C2 1.501, C4 1.527, C5 1.333
4 C -0.128 -1.736 -0.221  C3 1.527, H12 1.089, H13 1.095, H14 1.087
5 C 1.478 0.137 0.019  C3 1.333, N6 1.395, H15 1.086
6 N 2.128 -0.346 1.155  C5 1.395, H16 1.011, H17 1.008
7 H -2.172 1.269 -0.455  C1 1.091
8 H -0.769 2.355 -0.609  C1 1.089
9 H -1.807 1.996 -1.984  C1 1.096
10 H -1.064 -0.311 -2.059  C2 1.096
11 H 0.167 0.798 -2.401  C2 1.095
12 H -0.351 -2.182 -1.190  C4 1.089
13 H -1.015 -1.781 0.421  C4 1.095
14 H 0.645 -2.322 0.270  C4 1.087
15 H 1.973 1.012 -0.393  C5 1.086
16 H 1.866 -1.277 1.449  N6 1.011
17 H 3.123 -0.185 1.176  N6 1.008
18 O -1.141 0.465 2.878  H19 0.966, H20 0.965
19 H -0.232 0.242 3.118  O18 0.966
20 H -1.260 0.176 1.965  O18 0.965

Summary:
**Lowest unoccupied orbital energy**: 0.796 eV
**SMILES**: CC/C(C)=C/N.O
**Energy above the lowest of the compared OMol25 structures with the same formula, charge and spin**: 110.69 kJ/mol

=====

[4]
Below is C5H13NO in the gas phase, with properties calculated with ωB97M-V/def2-TZVPD.

Each atom is followed by the atoms it is bonded to, with distances in Å.
Geometry (Å):
1 C -0.556 -0.793 -2.324  C2 1.577, H8 1.085, H9 1.099, H10 1.112
2 C -0.293 -1.785 -1.127  C1 1.577, N3 1.509, H11 1.073, H12 1.104
3 N -1.379 -1.636 -0.088  C2 1.509, C4 1.633, H13 1.028
4 C -0.775 -0.517 0.936  N3 1.633, O5 1.328, H14 1.157, H15 1.104
5 O -0.098 0.537 0.494  C4 1.328, C6 1.491
6 C 0.518 1.859 0.808  O5 1.491, C7 1.504, H16 1.104, H17 1.092
7 C 1.638 1.622 1.781  C6 1.504, H18 1.125, H19 1.129, H20 1.114
8 H -1.574 -0.892 -2.686  C1 1.085
9 H -0.417 0.241 -1.977  C1 1.099
10 H 0.171 -0.948 -3.150  C1 1.112
11 H -0.381 -2.768 -1.548  C2 1.073
12 H 0.737 -1.653 -0.751  C2 1.104
13 H -2.019 -1.027 -0.615  N3 1.028
14 H -1.768 -0.536 1.529  C4 1.157
15 H -0.058 -0.957 1.650  C4 1.104
16 H -0.273 2.546 1.157  C6 1.104
17 H 0.866 2.212 -0.165  C6 1.092
18 H 2.378 2.465 1.877  C7 1.125
19 H 2.107 0.654 1.437  C7 1.129
20 H 1.174 1.375 2.763  C7 1.114

Summary:
**Lowest unoccupied orbital energy**: 0.962 eV
**SMILES**: CCNCOCC
**Energy above the lowest of the compared OMol25 structures with the same formula, charge and spin**: 336.30 kJ/mol